1.
{
  "formula": "C17H24HfN3O3P",
  "method": "ωB97M-V with the def2-TZVPD basis set",
  "species": ["N", "C", "C", "H", "H", "H", "N", "C", "C", "H", "H", "H", "N", "C", "C", "H", "H", "H", "Hf", "C", "O", "C", "O", "C", "C", "C", "C", "C", "C", "H", "H", "H", "H", "H", "H", "C", "P", "C", "C", "O", "H", "H", "H", "H", "H", "H", "H", "H", "H"],
  "positions_angstrom": [[0.207138, 2.247337, -0.566430], [0.236649, 3.417517, -0.500656], [0.246657, 4.821091, -0.292873], [-0.783604, 5.209793, -0.320479], [0.832868, 5.292860, -1.095494], [0.703477, 5.051406, 0.682518], [1.607919, -1.053387, -0.799857], [2.575451, -1.679830, -0.894131], [3.767580, -2.456841, -0.969338], [4.450289, -2.025013, -1.709370], [3.530288, -3.480685, -1.278394], [4.273905, -2.485803, 0.001195], [-1.951635, -1.169037, -0.584654], [-3.019787, -1.627423, -0.477270], [-4.313958, -2.187523, -0.307308], [-4.274436, -2.985601, 0.449787], [-4.647483, -2.611939, -1.266777], [-5.025819, -1.408160, 0.006483], [-0.186951, 0.106995, -0.585220], [0.098791, -1.753250, 1.319916], [0.220704, -2.473370, 2.213260], [1.661036, 0.716733, 1.270511], [2.451041, 0.907443, 2.092896], [0.503621, 1.344106, -3.056136], [-0.906968, 1.420806, -2.883935], [-1.663999, 0.243641, -2.880821], [-1.030386, -1.006602, -3.054435], [0.370306, -1.066705, -3.174306], [1.118453, 0.105944, -3.172833], [1.075043, 2.247318, -3.265945], [-1.408528, 2.384639, -2.996870], [-2.755369, 0.311115, -2.994457], [-1.609750, -1.901385, -3.265252], [0.828389, -2.021912, -3.439816], [2.185719, 0.070918, -3.441717], [-2.680426, 2.117966, 3.121563], [-1.694707, 0.688722, 2.716726], [-0.401942, 0.631132, 3.963631], [-2.743953, -0.725458, 3.006580], [-1.112049, 0.621665, 1.274712], [-3.597380, 2.163274, 2.519242], [-2.124919, 3.057962, 3.008442], [-3.029222, 2.112405, 4.170667], [-0.813129, 0.560574, 4.978574], [0.224438, -0.241553, 3.798001], [0.192832, 1.542371, 3.915353], [-3.657525, -0.627394, 2.415104], [-2.213504, -1.635216, 2.729127], [-3.038664, -0.808743, 4.060887]],
  "forces_ev_per_a": [[0.0, 3.1, 0.4], [-0.2, -2.9, 0.5], [0.2, 0.9, -0.2], [0.2, -0.1, 0.0], [-0.1, 0.1, 0.2], [-0.1, -0.1, -0.2], [1.4, -0.9, 0.0], [-0.5, 0.3, 0.4], [0.5, -0.3, -0.2], [0.0, 0.0, 0.0], [-0.1, 0.0, 0.0], [-0.1, 0.0, 0.0], [-2.4, -1.0, 0.6], [2.2, 0.9, 0.1], [-0.7, -0.4, -0.1], [0.0, 0.1, -0.2], [0.0, 0.0, 0.2], [0.2, -0.2, -0.1], [-0.5, 0.3, 1.3], [0.6, -3.1, 3.3], [-0.5, 2.8, -3.5], [3.4, 0.8, 3.3], [-3.3, -0.7, -3.4], [-0.4, -0.2, -0.4], [0.1, -0.4, -0.8], [-0.2, 0.4, -0.8], [1.1, 0.1, -0.6], [-1.5, -0.6, -0.5], [0.8, 0.8, -0.7], [-0.1, -0.1, 0.4], [0.1, -0.2, 0.5], [0.5, 0.0, 0.5], [0.0, 0.1, 0.4], [0.0, 0.2, 0.3], [-0.5, 0.0, 0.4], [-0.4, 0.8, -0.4], [-0.6, -0.1, 2.1], [0.1, 0.0, -0.4], [-0.2, -0.2, -0.3], [0.3, 0.3, -1.3], [0.3, 0.0, -0.1], [-0.1, -0.2, -0.1], [0.4, -0.4, -0.3], [-0.2, 0.0, -0.3], [0.2, 0.0, 0.1], [0.1, 0.0, 0.0], [0.0, -0.1, 0.0], [-0.1, -0.1, 0.1], [0.2, 0.2, -0.2]],
  "max_force_ha_per_bohr": 0.0944,
  "total_charge": 4,
  "e_above_lowest_kj_mol": 0.0,
  "spin_multiplicity": 1,
  "homo_lumo_gap_ev": 9.15,
  "energy_ha": -1440.139944,
  "lumo_energy_ev": -13.65
}

=====

2.
{
  "formula": "C19H35ClF9NO9S5",
  "method": "ωB97M-V with the def2-TZVPD basis set",
  "species": ["C", "C", "C", "Cl", "N", "C", "O", "O", "C", "C", "C", "O", "S", "O", "O", "C", "F", "F", "C", "F", "F", "C", "F", "F", "C", "F", "F", "F", "H", "H", "H", "H", "H", "H", "H", "H", "H", "H", "H", "C", "S", "O", "C", "H", "H", "H", "H", "H", "H", "C", "S", "O", "C", "H", "H", "H", "H", "H", "H", "C", "S", "O", "C", "H", "H", "H", "H", "H", "H", "C", "S", "O", "C", "H", "H", "H", "H", "H", "H"],
  "positions_angstrom": [[6.425722, -1.579536, 1.644560], [4.973453, -1.596973, 0.816179], [4.110409, -0.263762, 1.341523], [4.144680, -0.284635, 3.163151], [2.806926, -0.245181, 0.620884], [3.094935, 0.666813, -0.590495], [3.776635, 0.151755, -1.651396], [2.641414, 2.056489, -0.723672], [3.758105, 2.989076, -0.952043], [3.966863, 3.935760, 0.545115], [2.585306, 4.897942, 0.968458], [3.996233, 5.487932, 0.363518], [1.425408, 0.238503, 1.522816], [1.736022, 1.656142, 2.144896], [1.012596, -0.805836, 2.635060], [-0.185395, 0.410456, 0.508728], [-1.095782, -0.748793, 0.850777], [0.015378, 0.317950, -0.952060], [-1.068585, 1.752234, 0.975952], [-0.348950, 2.944242, 0.428203], [-1.219702, 1.823331, 2.478521], [-2.591786, 1.783000, 0.384073], [-2.836521, 0.964835, -0.820099], [-2.852048, 3.214902, -0.022844], [-3.772568, 1.412456, 1.468159], [-4.078124, 2.543891, 2.410615], [-5.033338, 1.246580, 0.651591], [-3.582741, 0.108351, 2.162407], [6.355675, -2.129280, 2.676358], [7.174504, -2.208599, 0.962083], [6.835615, -0.483690, 1.694504], [4.392573, -2.594918, 1.017513], [5.262282, -1.526921, -0.315226], [4.761923, 0.666344, 0.973120], [3.518386, 3.779583, -1.782083], [4.804701, 2.485909, -1.096312], [4.614525, 3.405652, 1.479694], [2.651893, 4.630249, 2.108156], [1.899764, 4.395084, 0.163976], [8.042743, -4.932021, 3.948070], [6.538990, -5.515091, 3.128982], [5.819385, -4.310552, 2.596655], [5.687945, -6.034103, 4.638191], [8.714504, -4.523233, 3.189252], [7.796758, -4.151123, 4.671399], [8.533612, -5.768594, 4.450812], [5.584425, -5.186351, 5.319808], [6.252969, -6.835864, 5.119363], [4.695288, -6.404409, 4.367670], [-0.124446, 2.762958, -2.961532], [0.553204, 2.525669, -4.621843], [0.854826, 3.883933, -5.184211], [-0.987456, 1.954059, -5.377483], [0.665449, 3.158022, -2.317975], [-0.953819, 3.473343, -2.993275], [-0.466210, 1.803981, -2.565153], [-1.764675, 2.713553, -5.263027], [-1.302215, 1.020639, -4.904988], [-0.808039, 1.777196, -6.441534], [-8.271570, -0.618098, 2.065409], [-9.541575, -0.390739, 0.797519], [-10.407624, -1.616323, 0.801810], [-8.423657, -0.519740, -0.618455], [-8.754881, -0.610069, 3.045470], [-7.764348, -1.574773, 1.920447], [-7.550682, 0.201093, 2.012466], [-7.907214, -1.482539, -0.600987], [-7.697839, 0.296220, -0.586891], [-9.013991, -0.442189, -1.535607], [-4.898732, -0.759597, -2.333902], [-4.221082, -0.996886, -3.994213], [-3.919460, 0.361378, -4.556581], [-5.761742, -1.568495, -4.749853], [-4.108837, -0.364532, -1.690345], [-5.728105, -0.049211, -2.365645], [-5.240496, -1.718574, -1.937523], [-6.538962, -0.809001, -4.635398], [-6.076502, -2.501916, -4.277358], [-5.582325, -1.745358, -5.813905]],
  "forces_ev_per_a": [[0.0, -0.8, -1.2], [1.0, 0.2, 0.9], [4.0, -1.0, -0.8], [-0.6, 0.2, -1.5], [-1.6, 2.3, -2.2], [3.0, -1.2, -7.3], [-4.4, 3.1, 7.7], [1.9, -3.2, 1.2], [1.9, 2.5, 2.1], [-1.6, 1.8, -0.3], [5.3, -4.2, -1.4], [-3.0, -5.1, 1.7], [0.4, 2.0, 9.0], [-1.6, -5.1, -3.2], [1.8, 3.6, -5.5], [-2.9, -2.3, -2.1], [3.0, 3.7, -1.1], [-0.5, 0.6, 4.6], [1.3, 1.7, 0.5], [-2.4, -3.9, 2.1], [0.7, -0.2, -5.2], [-1.5, 2.0, -2.0], [1.4, 2.6, 4.0], [0.7, -4.7, 1.3], [-3.5, -0.5, 0.8], [1.5, -4.5, -3.3], [4.1, 0.5, 2.8], [-0.5, 5.0, -2.3], [0.1, 1.4, -2.1], [-1.6, 1.4, 1.6], [-0.8, -2.1, 0.1], [1.0, 2.1, -0.3], [-1.1, 0.2, 2.1], [-1.6, -1.8, 1.2], [0.2, -1.8, 1.5], [-2.4, 0.6, -0.1], [-1.7, 1.8, -2.8], [-0.8, 1.4, -2.3], [0.8, 1.9, 1.9], [0.0, 0.1, 0.0], [-0.2, 0.3, -0.1], [0.3, -0.6, 0.4], [-0.1, 0.1, 0.1], [-0.2, -0.1, 0.0], [-0.1, -0.1, -0.1], [-0.1, 0.0, -0.1], [0.0, 0.0, -0.1], [0.0, 0.1, -0.1], [0.2, 0.1, -0.1], [-0.1, 0.1, 0.1], [-0.1, 0.4, -0.3], [-0.2, -0.6, 0.4], [0.0, 0.0, 0.0], [0.0, -0.1, -0.2], [0.1, 0.0, -0.1], [0.1, 0.1, -0.2], [0.1, -0.1, 0.0], [0.0, 0.1, 0.0], [0.1, 0.1, 0.2], [0.1, -0.1, 0.1], [-0.3, -0.5, 0.0], [0.6, 0.6, 0.0], [0.1, -0.1, -0.1], [0.0, 0.0, -0.2], [-0.1, 0.0, -0.1], [-0.1, 0.0, 0.0], [-0.1, 0.0, 0.1], [-0.1, 0.0, 0.1], [0.0, 0.0, 0.2], [0.0, 0.1, 0.1], [0.0, 0.4, -0.1], [-0.2, -0.6, 0.3], [-0.1, 0.0, -0.1], [-0.2, -0.2, -0.3], [0.1, 0.0, -0.1], [0.1, 0.0, -0.1], [0.1, 0.0, 0.0], [0.1, 0.1, 0.0], [0.1, 0.1, 0.2]],
  "max_force_ha_per_bohr": 0.1831,
  "total_charge": 0,
  "spin_multiplicity": 1,
  "homo_lumo_gap_ev": 7.20,
  "energy_ha": -4826.081622,
  "lumo_energy_ev": -1.45
}

=====

3.
{
  "formula": "C3H4N4O",
  "method": "ωB97M-V with the def2-TZVPD basis set",
  "species": ["H", "N", "C", "N", "N", "C", "O", "C", "N", "H", "H", "H"],
  "positions_angstrom": [[-2.409450, -1.262572, 0.347544], [-2.581003, -0.211636, -0.055619], [-1.511500, 0.427687, -0.200947], [-0.149826, -0.105706, 0.161878], [0.148074, -1.433669, 0.055565], [1.375343, -1.433686, -0.082470], [2.061195, -0.263370, -0.171021], [0.973120, 0.658432, 0.026885], [1.228128, 1.852924, 0.066794], [0.432894, 2.537437, 0.100752], [-1.509183, 1.552963, -0.328007], [1.942212, -2.318806, 0.078650]],
  "forces_ev_per_a": [[-0.3, 3.1, -1.5], [0.6, -2.8, 0.9], [1.5, 0.0, 1.9], [-2.9, 1.8, -1.2], [-2.3, -0.2, 0.4], [3.4, -1.2, 0.2], [-2.5, 0.1, 0.7], [1.3, -1.0, -0.5], [-0.5, 3.4, -0.2], [1.0, -1.2, 0.2], [0.1, -1.5, -0.4], [0.5, -0.5, -0.6]],
  "max_force_ha_per_bohr": 0.0705,
  "total_charge": 0,
  "e_above_lowest_kj_mol": 245.8,
  "spin_multiplicity": 1,
  "smiles": "[H]/N=C\\n1nco/c1=N/[H]",
  "homo_lumo_gap_ev": 10.09,
  "energy_ha": -410.909683,
  "lumo_energy_ev": 0.81
}

=====

4.
{
  "formula": "C3H8NO2",
  "method": "ωB97M-V with the def2-TZVPD basis set",
  "species": ["C", "C", "N", "C", "O", "O", "H", "H", "H", "H", "H", "H", "H", "H"],
  "positions_angstrom": [[-0.814499, -0.506577, 1.141306], [0.434251, -0.140456, 0.261153], [0.407233, -1.134289, -0.902206], [0.057459, 1.223013, -0.368964], [-0.832324, 1.368650, -1.150091], [0.790239, 2.184164, 0.176172], [-0.912358, 0.317587, 1.887216], [-1.677764, -0.616092, 0.419075], [-0.778702, -1.470085, 1.680852], [1.359956, -0.233951, 0.809964], [0.173129, -0.640194, -1.773078], [-0.323952, -1.831964, -0.759391], [1.335501, -1.525598, -1.064775], [0.781830, 3.005791, -0.357231]],
  "forces_ev_per_a": [[0.0, 0.2, -0.4], [-2.4, -0.8, 0.0], [0.5, 0.7, -0.3], [0.8, 0.5, 1.0], [0.2, -0.5, -0.6], [0.6, 0.2, -0.4], [-0.5, -0.7, -0.6], [0.6, 0.7, 1.0], [0.6, 0.4, -0.2], [0.3, 0.3, -0.2], [-0.3, 0.1, 0.1], [0.3, -0.3, 0.0], [-0.2, -0.5, 0.1], [-0.5, -0.3, 0.4]],
  "max_force_ha_per_bohr": 0.0499,
  "total_charge": 1,
  "e_above_lowest_kj_mol": 82.0,
  "spin_multiplicity": 1,
  "smiles": "C[C@@H]([NH3+])C(=O)O",
  "homo_lumo_gap_ev": 11.91,
  "energy_ha": -324.096048,
  "lumo_energy_ev": -3.80
}

=====

5.
{
  "formula": "C2H2FO2S",
  "method": "ωB97M-V with the def2-TZVPD basis set",
  "species": ["C", "C", "O", "O", "F", "S", "H", "H"],
  "positions_angstrom": [[-1.351628, 0.088190, -0.013261], [-1.541246, 0.363451, 1.202734], [1.127412, -2.834450, 0.022243], [0.448280, -2.118936, -2.263878], [-1.040422, -0.358646, 2.274806], [0.046441, -2.412677, -0.911889], [-1.824457, 0.713156, -0.677633], [-0.427144, -0.661632, -0.593579]],
  "forces_ev_per_a": [[3.2, -2.3, -2.8], [-1.1, 0.4, 4.3], [-1.4, 0.9, -1.4], [0.5, 0.1, -0.8], [0.4, 0.0, -0.6], [1.0, -1.5, 1.8], [-0.8, 1.1, -2.1], [-1.7, 1.3, 1.5]],
  "max_force_ha_per_bohr": 0.0931,
  "total_charge": -1,
  "e_above_lowest_kj_mol": 412.2,
  "spin_multiplicity": 1,
  "homo_lumo_gap_ev": [6.40, 5.83],
  "energy_ha": -725.837555,
  "lumo_energy_ev": [3.34, 3.14]
}

=====

6.
{
  "formula": "C4H6N",
  "method": "ωB97M-V with the def2-TZVPD basis set",
  "species": ["C", "C", "C", "C", "N", "H", "H", "H", "H", "H", "H"],
  "positions_angstrom": [[0.026783, -1.865957, 0.279957], [0.983028, -0.997213, -0.314882], [-0.836958, -0.695403, 0.532730], [-0.098699, 1.604713, -0.241090], [-0.029900, 0.194679, 0.006943], [0.037975, -2.875445, 0.364379], [1.941847, -0.852503, -0.831518], [-1.743239, -0.488649, 1.192668], [-0.180227, 2.167488, 0.643034], [-0.886389, 2.006077, -0.984685], [0.785778, 1.802215, -0.647537]],
  "forces_ev_per_a": [[-1.7, 4.6, 0.1], [-0.9, 4.5, -0.3], [-2.1, -3.5, 2.7], [-3.2, -0.2, -0.8], [3.4, -2.1, -2.0], [-0.3, -2.8, 0.5], [-0.6, -0.4, 0.4], [1.2, -0.4, -1.3], [-0.3, 0.5, 1.4], [0.8, -1.3, 1.2], [3.7, 1.3, -1.8]],
  "max_force_ha_per_bohr": 0.0952,
  "total_charge": 1,
  "e_above_lowest_kj_mol": 22.8,
  "spin_multiplicity": 3,
  "homo_lumo_gap_ev": [9.95, 10.11],
  "energy_ha": -210.309515,
  "lumo_energy_ev": [-3.62, -7.60]
}